No. 1
19
Properties=species:S:1:pos:R:3:mulliken_charge:R:1 method="wB97M-V/def2-TZVPD" homo_lumo_gap_ev=9.44 multiplicity=1 homo_energy_ev=-8.3 lumo_ha=0.0409 e_tot_ev=-8461.6415 de_lowest_kcal_mol=62.6
C -2.3527 -1.2182 -0.1415 -1.41
C -1.2317 -0.2276 -0.4595 1.14
C -1.6879 1.2139 -0.1884 -1.42
C -0.0630 -0.4762 0.4689 -0.94
O 1.0234 -0.4725 -0.2592 -0.10
C 2.2578 -0.6015 0.4795 -0.12
C 2.7899 0.7763 0.8101 -1.08
H -3.2360 -1.0062 -0.7545 0.39
H -2.0443 -2.2503 -0.3406 0.35
H -2.6363 -1.1476 0.9144 0.33
H -0.9361 -0.3156 -1.5166 0.18
H -1.9377 1.3456 0.8704 0.35
H -2.5770 1.4457 -0.7856 0.39
H -0.9068 1.9369 -0.4486 0.34
H 2.0490 -1.1826 1.3817 0.34
H 2.9358 -1.1564 -0.1751 0.30
H 2.0793 1.2996 1.4590 0.30
H 2.9351 1.3649 -0.1015 0.30
H 3.7495 0.6976 1.3313 0.36

No. 2
41
Properties=species:S:1:pos:R:3:mulliken_spin:R:1 method="wB97M-V/def2-TZVPD" homo_lumo_gap_ev="7.62 / 8.84" multiplicity=3 homo_energy_ev="-8.3 / -9.7" s_squared=2.01 lumo_ha="-0.0235 / -0.0330" e_tot_ev=-49174.2016 de_lowest_kcal_mol=27.5
W 0.9230 -2.2993 0.0943 1.75
N 0.8063 -4.2652 1.0487 -0.01
C 0.1890 -4.2230 2.3931 0.00
C 0.7263 -2.9746 3.0558 -0.01
O 1.0580 -2.9376 4.2237 0.02
N 0.8254 -1.9581 2.1582 -0.06
C 1.7943 -0.8913 2.4169 0.04
C 2.5639 -0.7956 1.0999 -0.02
O 2.7451 0.2384 0.4937 0.10
O 2.8829 -2.0255 0.6440 0.03
H 1.7716 -4.5828 1.1032 0.01
H 0.3257 -4.8812 0.4020 0.01
H -0.8899 -4.1453 2.2595 0.01
H 0.4173 -5.1063 2.9814 0.00
H 1.3149 0.0626 2.6287 0.00
H 2.4683 -1.1592 3.2313 0.01
O 0.4979 -3.5586 -3.5464 0.00
S 0.6737 -3.0965 -2.2267 0.00
O 1.0960 -1.6457 -2.0111 0.01
O 1.7200 -3.7651 -1.3437 -0.01
O -0.5241 -3.1435 -1.2750 0.03
N -1.5817 7.4621 -3.4823 0.00
C -1.4799 6.4509 -2.9472 0.00
C -1.3545 5.1734 -2.2721 0.00
C -1.9228 4.9960 -1.0189 0.00
C -1.8054 3.7769 -0.3716 0.00
C -1.1230 2.7412 -0.9861 0.00
C -0.5525 2.9078 -2.2387 0.00
C -0.6680 4.1289 -2.8789 0.00
N -1.0100 1.4786 -0.3100 0.01
C -1.7141 1.0639 0.8170 -0.01
C -1.2664 -0.1747 1.1105 0.03
N -0.3093 -0.5307 0.1759 0.04
C -0.1753 0.4860 -0.6463 0.03
H -2.4516 5.8112 -0.5451 0.00
H -2.2352 3.6588 0.6115 0.00
H -0.0297 2.1044 -2.7376 0.00
H -0.2277 4.2681 -3.8567 0.00
H -2.4699 1.6637 1.2875 0.00
H -1.5424 -0.8359 1.9106 0.00
H 0.5336 0.5227 -1.4531 0.00

No. 3
117
Properties=species:S:1:pos:R:3:mulliken_charge:R:1 method="wB97M-V/def2-TZVPD" homo_lumo_gap_ev=9.76 multiplicity=1 homo_energy_ev=-9.7 lumo_ha=0.0031 e_tot_ev=-60523.4820 de_lowest_kcal_mol=40.8 smiles=c1ccncc1.c1ccncc1.c1ccncc1.CCCC#N.CCCC#N.CCCC#N.CCCC#N.CCCC#N.CCCC#N.CCCC#N
C 0.1094 -0.9764 0.8593 -0.24
C 0.4483 -0.1066 -0.2013 -0.26
C 1.1807 1.0426 0.1439 -0.31
N 1.5923 1.3485 1.4205 -0.55
C 1.1520 0.5200 2.4409 -0.33
C 0.3875 -0.5795 2.1504 -0.32
H -0.5001 -1.8485 0.6741 0.40
H 0.1809 -0.3181 -1.2261 0.41
H 1.5347 1.6821 -0.6513 0.43
H 1.3042 0.8248 3.4658 0.39
H -0.0334 -1.2004 2.9274 0.38
C 6.1025 -5.2899 5.5308 -0.15
C 5.3889 -4.3177 4.8704 -0.39
C 5.9025 -3.7631 3.6990 -0.16
N 7.0876 -4.2462 3.1090 -0.52
C 7.7778 -5.1991 3.8357 -0.18
C 7.3614 -5.7172 5.0936 -0.42
H 5.6913 -5.6091 6.4770 0.35
H 4.3692 -4.0156 5.0583 0.34
H 5.3652 -3.0569 3.0835 0.40
H 8.5902 -5.6555 3.2897 0.37
H 7.8852 -6.4812 5.6489 0.35
C -3.2403 3.5113 -1.9663 -0.28
C -2.8435 3.7638 -0.6448 -0.31
C -1.9129 4.6569 -0.3283 -0.07
N -1.4523 5.4972 -1.3132 -0.56
C -1.8090 5.2962 -2.6373 -0.28
C -2.7196 4.3320 -3.0347 -0.33
H -4.0633 2.8402 -2.1629 0.39
H -3.2547 3.2120 0.1876 0.34
H -1.5934 4.5786 0.7004 0.35
H -1.2960 5.7776 -3.4567 0.37
H -3.1436 4.1836 -4.0168 0.37
C -6.1447 -2.5469 -5.3343 -1.00
C -4.6952 -2.0151 -5.8375 -0.55
C -3.3984 -2.6637 -5.2107 -0.42
C -3.0434 -4.0388 -5.4949 0.22
N -2.8843 -5.1347 -5.7763 -0.42
H -6.1462 -2.3160 -4.2691 0.28
H -6.2490 -3.6293 -5.4095 0.30
H -7.0181 -2.0451 -5.7507 0.35
H -4.5215 -0.9498 -5.9893 0.36
H -4.6084 -2.2898 -6.8888 0.31
H -3.3673 -2.4769 -4.1373 0.32
H -2.5361 -2.1480 -5.6333 0.26
C -0.3945 -7.1249 -0.9161 -1.16
C 1.0682 -7.5260 -0.9746 -0.32
C 1.7090 -7.1271 -2.3137 -0.55
C 2.0044 -5.7834 -2.6471 0.30
N 2.2533 -4.7129 -2.9657 -0.44
H -0.4735 -6.0980 -1.2731 0.31
H -0.7671 -7.0225 0.1031 0.33
H -1.0373 -7.7651 -1.5202 0.32
H 1.0479 -8.5852 -0.7179 0.30
H 1.6253 -7.0796 -0.1509 0.32
H 1.0976 -7.4734 -3.1469 0.27
H 2.6342 -7.6647 -2.5216 0.31
C -9.1633 -5.9225 -1.5785 -1.04
C -8.7860 -5.9096 -0.0477 -0.31
C -7.2297 -5.7824 0.1371 -0.47
C -6.5885 -4.4938 -0.0617 0.22
N -6.0337 -3.4991 -0.2884 -0.45
H -10.2263 -5.9986 -1.8071 0.32
H -8.5009 -6.6853 -1.9879 0.31
H -8.8295 -5.0226 -2.0951 0.28
H -8.9505 -6.8543 0.4705 0.26
H -9.3623 -5.1771 0.5174 0.31
H -6.7390 -6.4218 -0.5967 0.25
H -6.9829 -6.1583 1.1300 0.32
C 8.1163 2.3022 -0.5830 -1.11
C 6.9021 1.3309 -0.3757 -0.45
C 6.4237 0.8408 -1.7707 -0.40
C 7.5650 0.3011 -2.5249 0.27
N 8.4801 -0.0609 -3.0670 -0.41
H 7.8148 3.3131 -0.8573 0.28
H 8.9958 1.9804 -1.1406 0.37
H 8.4998 2.4644 0.4243 0.32
H 6.1572 1.9397 0.1367 0.28
H 7.0824 0.4767 0.2769 0.32
H 5.8987 1.6082 -2.3397 0.26
H 5.7653 -0.0199 -1.6536 0.27
C 4.4770 6.5244 -5.4507 -1.04
C 4.0786 6.9168 -3.9307 -0.45
C 3.6924 8.3492 -3.7086 -0.44
C 2.6346 8.8344 -4.6216 0.25
N 1.8042 9.1719 -5.3202 -0.41
H 5.4864 6.8771 -5.6622 0.31
H 3.8570 7.0428 -6.1821 0.33
H 4.3935 5.4452 -5.5794 0.30
H 4.7545 6.5824 -3.1437 0.34
H 3.1394 6.4024 -3.7271 0.24
H 4.5823 8.9760 -3.6516 0.31
H 3.2607 8.4556 -2.7134 0.26
C -6.0469 0.3361 4.1730 -1.06
C -6.7363 -0.6926 5.0670 -0.33
C -6.0358 -2.0003 5.2224 -0.41
C -4.6451 -1.9874 5.7427 0.17
N -3.6168 -1.9742 6.2591 -0.43
H -5.0600 0.5309 4.5929 0.33
H -6.5454 1.2980 4.0527 0.32
H -5.8862 -0.1616 3.2166 0.29
H -7.7596 -0.9730 4.8171 0.29
H -6.7764 -0.3453 6.0994 0.27
H -5.8732 -2.4406 4.2386 0.22
H -6.5706 -2.7882 5.7527 0.33
C 1.4724 8.8519 3.9895 -1.12
C 2.7611 8.0977 4.0108 -0.27
C 2.8083 6.9526 5.0479 -0.63
C 2.2461 7.2182 6.3464 0.27
N 1.8417 7.5238 7.3775 -0.41
H 1.5574 9.5934 4.7839 0.29
H 0.7456 8.0761 4.2305 0.32
H 1.3827 9.4396 3.0759 0.37
H 3.6746 8.6611 4.2007 0.31
H 2.8337 7.5459 3.0735 0.25
H 3.8126 6.5316 5.0947 0.37
H 2.2418 6.1069 4.6580 0.27

No. 4
19
Properties=species:S:1:pos:R:3:mulliken_charge:R:1 method="wB97M-V/def2-TZVPD" homo_lumo_gap_ev=11.34 multiplicity=1 homo_energy_ev=-14.6 lumo_ha=-0.1181 e_tot_ev=-8806.6642 de_lowest_kcal_mol=24.7 charge=+1 smiles="CCCNC(N)=[NH2+]"
C 2.1595 0.1098 0.2767 -0.94
C 1.2453 -0.2820 1.4741 -0.33
C -0.0680 -0.8972 0.9338 -0.90
N -1.0630 0.0774 0.4666 -0.06
C -1.2834 0.4178 -0.7881 0.64
N -0.7138 -0.2167 -1.8785 -0.49
N -2.1985 1.3082 -1.2021 -0.37
H 2.7510 0.9193 0.7454 0.29
H 1.5120 0.4694 -0.5321 0.20
H 2.9487 -0.5674 -0.0328 0.33
H 1.8209 -1.1209 1.8992 0.28
H 1.0223 0.4602 2.2102 0.42
H 0.0383 -1.7515 0.2086 0.36
H -0.5218 -1.3075 1.8478 0.31
H -1.4218 0.5473 1.2883 0.26
H 0.2692 -0.4716 -1.8968 0.27
H -1.3365 -0.8913 -2.2987 0.24
H -2.2109 1.5989 -2.1619 0.26
H -2.9495 1.5977 -0.5595 0.24

No. 5
22
Properties=species:S:1:pos:R:3:mulliken_charge:R:1 method="wB97M-V/def2-TZVPD" homo_lumo_gap_ev=9.83 multiplicity=1 homo_energy_ev=-9.0 lumo_ha=0.0313 e_tot_ev=-9531.8782 de_lowest_kcal_mol=43.5 smiles="C=C/C=C/CCC.O"
C -1.4750 1.0814 2.7608 -1.05
C -1.7421 0.0447 1.9659 -0.03
C -1.6493 -0.1514 0.5070 -0.20
C -0.6073 0.2086 -0.2454 -0.32
C -0.5139 0.0308 -1.7220 -0.88
C 0.5922 -0.9218 -2.1808 -0.59
C 2.0618 -0.4002 -1.9635 -1.02
H -1.3062 2.1309 2.5383 0.33
H -1.5255 0.9958 3.8412 0.30
H -2.1579 -0.8138 2.4886 0.29
H -2.4441 -0.7142 0.0269 0.32
H 0.1870 0.7123 0.2894 0.63
H -1.4157 -0.2810 -2.2601 0.31
H -0.4222 1.0443 -2.1432 0.33
H 0.5191 -1.7915 -1.5231 0.33
H 0.5277 -1.2265 -3.2191 0.38
H 2.2805 0.3206 -2.7417 0.32
H 2.6745 -1.2999 -1.9184 0.31
H 2.1410 0.0173 -0.9599 0.26
O 1.6708 0.5776 1.9747 -0.63
H 1.5342 -0.3369 1.8075 0.33
H 1.0701 0.7727 2.6771 0.29

No. 6
9
Properties=species:S:1:pos:R:3:mulliken_charge:R:1 method="wB97M-V/def2-TZVPD" homo_lumo_gap_ev=7.90 multiplicity=1 homo_energy_ev=-15.6 lumo_ha=-0.2830 e_tot_ev=-20111.1907 de_lowest_kcal_mol=62.3 charge=+1
C 0.4677 1.7726 0.7953 0.11
N 0.6848 -1.4351 0.4506 -0.30
N 0.2119 0.6362 0.9842 0.06
N -0.0223 -0.6434 1.0016 0.64
O -0.3316 0.6929 -1.7089 -0.65
Cl -1.5304 -1.0319 1.8831 0.18
H -0.6649 1.3707 -2.3302 0.33
H 0.5490 -2.3554 0.3250 0.30
H 0.6358 0.9935 -1.4006 0.34

No. 7
9
Properties=species:S:1:pos:R:3:mulliken_charge:R:1 method="wB97M-V/def2-TZVPD" homo_lumo_gap_ev=7.67 multiplicity=1 homo_energy_ev=-8.0 lumo_ha=-0.0132 e_tot_ev=-24127.9458 de_lowest_kcal_mol=57.9
C -0.2961 -2.7802 -0.4923 -0.12
N -0.8470 -1.7452 -0.5949 0.46
N -1.6344 -0.7536 -0.6273 -0.81
N -1.1311 0.4099 -0.1897 -0.05
P 0.3286 0.5923 0.4931 0.03
P 0.3849 2.6617 0.7774 -0.16
H 0.3218 -3.5952 -0.4852 0.48
H 1.2948 2.7779 -0.3554 0.08
H 1.5785 2.4324 1.4744 0.08

No. 8
15
Properties=species:S:1:pos:R:3:mulliken_charge:R:1 method="wB97M-V/def2-TZVPD" homo_lumo_gap_ev=9.11 multiplicity=1 homo_energy_ev=-8.5 lumo_ha=0.0227 e_tot_ev=-19102.0929 de_lowest_kcal_mol=55.6 smiles="CCNC(=S)NO"
C 2.2141 0.8234 -0.0578 -1.36
C 1.0579 -0.0748 0.0102 -0.24
N -0.2236 0.6597 -0.2029 -0.19
C -1.4720 0.1030 -0.1695 0.26
S -2.8337 1.1592 -0.0342 -0.47
N -1.5364 -1.2219 -0.1746 -0.05
O -2.6935 -1.9314 0.0753 -0.35
H 2.1262 1.4544 -0.9826 0.34
H 2.1745 1.5566 0.7341 0.36
H 3.2441 0.3708 -0.0675 0.34
H 1.0518 -0.6641 0.9481 0.29
H 1.1696 -0.8317 -0.7752 0.33
H -0.2595 1.6037 0.1679 0.24
H -0.7228 -1.7287 0.1061 0.22
H -3.2965 -1.2783 0.4229 0.28